(1)
ORCA calculation (ωB97M-V/def2-TZVPD) on a 2-piece molecular cluster, C18H20N2O4 overall at a distorted geometry.

ORCA input file:
```
! RIJCOSX wB97M-V def2-TZVPD def2/J DEFGRID3
* xyz 0 1
C -2.09 0.65 0.76
N -1.31 0.47 2.00
C 0.12 0.51 1.95
C 0.84 -0.69 2.05
C 2.24 -0.67 1.95
C 2.91 0.55 1.78
C 2.18 1.75 1.70
C 0.79 1.73 1.76
C -2.00 0.20 3.09
H -1.39 0.67 -0.08
H -2.80 -0.18 0.65
H -2.66 1.58 0.80
H 0.29 -1.62 2.17
H 2.79 -1.60 2.01
H 4.00 0.57 1.72
H 2.70 2.70 1.57
H 0.21 2.65 1.69
H -1.48 0.09 4.04
H -3.09 0.23 3.01
C -6.47 1.65 5.50
C -5.29 0.72 5.61
O -5.38 -0.29 4.60
C -4.45 -1.27 4.82
C -4.39 -2.23 3.76
C -3.46 -3.26 3.71
C -2.46 -3.49 4.73
C -1.53 -4.50 4.61
C -1.58 -5.37 3.49
N -0.66 -6.45 3.39
O -0.78 -7.23 2.41
O 0.22 -6.60 4.26
C -2.55 -5.19 2.48
C -3.46 -4.16 2.58
O -3.74 -1.22 5.84
H -6.26 2.53 6.11
H -6.67 1.96 4.47
H -7.36 1.17 5.92
H -4.35 1.28 5.48
H -5.28 0.27 6.62
H -5.12 -2.14 2.97
H -2.45 -2.84 5.60
H -0.75 -4.66 5.36
H -2.55 -5.88 1.64
H -4.21 -4.01 1.80
*
```

Results
HOMO-LUMO gap: 4.262 eV
HOMO level: -6.2 eV
lowest unoccupied orbital energy: -1.95 eV

(2)
ORCA calculation (ωB97M-V/def2-TZVPD) on one molecule with the formula C18H20N4O6 at a distorted geometry.

ORCA input file:
```
! RIJCOSX wB97M-V def2-TZVPD def2/J DEFGRID3
* xyz 0 1
C 0.84 5.23 -2.67
H 1.40 5.69 -1.85
H -0.18 5.05 -2.35
H 0.85 5.89 -3.54
O 1.46 4.04 -3.12
C 1.59 2.95 -2.31
C 2.15 1.84 -2.94
C 2.37 0.65 -2.28
C 2.03 0.54 -0.94
C 1.48 1.65 -0.30
C 1.24 2.85 -0.95
O 0.69 3.93 -0.33
C 0.29 3.81 1.02
H -0.18 4.76 1.27
H -0.44 3.00 1.16
H 1.15 3.64 1.68
H 1.21 1.56 0.74
C 2.21 -0.73 -0.13
N 2.85 -0.45 1.14
C 2.00 -0.50 2.19
O 2.20 -0.22 3.34
N 0.78 -0.99 1.68
C 0.81 -1.16 0.33
O -0.10 -1.55 -0.35
C -0.42 -1.12 2.48
C -1.49 -0.26 1.82
O -1.37 0.94 1.69
N -2.59 -0.88 1.33
C -2.90 -2.22 1.22
N -2.34 -3.20 1.89
O -2.94 -4.35 1.50
C -3.89 -4.08 0.59
C -3.93 -2.73 0.37
H -4.56 -2.18 -0.30
C -4.67 -5.20 0.02
H -5.51 -4.82 -0.55
H -4.03 -5.80 -0.63
H -5.03 -5.84 0.82
H -3.21 -0.27 0.81
H -0.73 -2.16 2.54
H -0.18 -0.73 3.47
H 3.75 -0.02 1.21
C 2.91 -1.87 -0.86
H 3.05 -2.70 -0.18
H 2.29 -2.20 -1.69
H 3.88 -1.55 -1.23
H 2.79 -0.18 -2.82
H 2.41 1.95 -3.98
*
```

Results
HOMO-LUMO gap: 8.750 eV
HOMO level: -8.0 eV
lowest unoccupied orbital energy: 0.72 eV
structure (SMILES): COc1ccc([C@@]2(C)NC(=O)N(CC(=O)Nc3cc(C)on3)C2=O)cc1OC

(3)
ORCA calculation (ωB97M-V/def2-TZVPD) on one molecule with the formula C18H20O7 at a distorted geometry.

ORCA input file:
```
! RIJCOSX wB97M-V def2-TZVPD def2/J DEFGRID3
* xyz 0 1
O 0.54 -3.46 2.73
O -1.77 -3.79 -1.03
O 3.49 -1.09 -0.33
O 2.21 -1.05 3.89
O -0.34 -3.95 0.63
O 3.37 -0.82 1.95
O -2.96 -0.09 0.37
C -0.12 -3.19 1.71
C -1.14 -3.22 -0.13
C 2.94 -0.69 0.70
C 2.24 -0.70 2.68
C -0.66 -1.84 1.52
C -1.33 -1.89 0.37
C 1.55 -0.12 0.61
C 1.05 0.42 -0.54
C 0.53 3.53 -0.57
C -0.09 -0.08 -3.71
C 1.16 1.49 2.59
C -0.32 -0.69 2.28
C -0.32 2.52 -1.37
C -1.10 -0.77 -2.68
C -2.19 -0.92 -0.44
C 1.10 -0.05 2.05
C -0.32 1.05 -0.73
C -1.40 0.08 -1.47
H -3.17 -0.54 1.20
H 1.81 0.41 -1.28
H 0.13 3.62 0.43
H 0.66 4.56 -0.97
H 1.56 3.16 -0.43
H 0.90 0.09 -3.21
H -0.47 0.87 -4.03
H 0.05 -0.64 -4.61
H 0.64 2.19 1.94
H 2.15 1.86 2.66
H 0.67 1.60 3.57
H -0.98 0.13 2.15
H -0.37 -1.02 3.35
H -0.06 2.45 -2.39
H -1.32 3.07 -1.33
H -0.59 -1.67 -2.29
H -1.99 -1.17 -3.17
H -2.84 -1.58 -1.02
H -0.67 1.17 0.22
H -2.23 0.74 -1.86
*
```

Results
HOMO-LUMO gap: 8.771 eV
HOMO level: -10.2 eV
lowest unoccupied orbital energy: -1.43 eV
structure (SMILES): CC[C@H]1[C@H](O)C2=C(C[C@@]3(C)C(=O)OC(=O)/C3=C/[C@H]1CC)C(=O)OC2=O

(4)
ORCA calculation (ωB97M-V/def2-TZVPD) on C18H21AuClN3O5Sb as an isolated structure.

ORCA input file:
```
! RIJCOSX wB97M-V def2-TZVPD def2/J DEFGRID3
* xyz 1 1
Au -0.11 -0.26 -0.66
O -3.20 -2.31 4.15
C -3.86 -2.40 3.02
O -4.97 -2.85 2.95
C -3.19 -1.90 1.76
C -3.87 -1.76 0.55
Cl -5.47 -2.15 0.21
N -3.00 -1.31 -0.39
N -1.79 -1.16 0.16
C -1.88 -1.50 1.45
C -0.64 -1.51 2.31
O -0.73 -1.63 3.51
O 0.52 -1.36 1.71
C -3.23 -1.02 -1.79
C -4.44 -0.49 -2.22
C -4.62 -0.22 -3.56
C -3.61 -0.46 -4.48
C -2.40 -0.99 -4.04
C -2.21 -1.27 -2.70
H -2.28 -1.98 4.04
H -5.22 -0.25 -1.52
H -5.56 0.20 -3.89
H -3.76 -0.25 -5.53
H -1.60 -1.19 -4.74
H -1.28 -1.73 -2.40
O 3.68 1.11 -0.47
C 2.63 0.80 -0.87
N 1.58 0.47 -1.37
C -0.80 -4.59 -0.21
C 0.36 -4.20 0.70
Sb 1.40 -2.44 0.13
C 1.86 -2.68 -1.96
C 2.73 -3.93 -2.10
C 3.24 -2.31 1.16
C 3.14 -2.24 2.68
H -1.22 -5.55 0.12
H -0.47 -4.72 -1.24
H -1.60 -3.86 -0.19
H 1.14 -4.97 0.70
H 0.06 -4.05 1.74
H 2.35 -1.75 -2.26
H 0.92 -2.76 -2.50
H 3.67 -3.84 -1.55
H 2.98 -4.06 -3.15
H 2.22 -4.83 -1.77
H 3.79 -1.47 0.73
H 3.75 -3.22 0.84
H 2.65 -1.33 3.01
H 4.15 -2.27 3.09
H 2.59 -3.09 3.09
*
```

Results
HOMO-LUMO gap: 7.679 eV
HOMO level: -12.7 eV
lowest unoccupied orbital energy: -5.05 eV

Copy entry 4 word for word.
ORCA calculation (ωB97M-V/def2-TZVPD) on C18H21AuClN3O5Sb as an isolated structure.

ORCA input file:
```
! RIJCOSX wB97M-V def2-TZVPD def2/J DEFGRID3
* xyz 1 1
Au -0.11 -0.26 -0.66
O -3.20 -2.31 4.15
C -3.86 -2.40 3.02
O -4.97 -2.85 2.95
C -3.19 -1.90 1.76
C -3.87 -1.76 0.55
Cl -5.47 -2.15 0.21
N -3.00 -1.31 -0.39
N -1.79 -1.16 0.16
C -1.88 -1.50 1.45
C -0.64 -1.51 2.31
O -0.73 -1.63 3.51
O 0.52 -1.36 1.71
C -3.23 -1.02 -1.79
C -4.44 -0.49 -2.22
C -4.62 -0.22 -3.56
C -3.61 -0.46 -4.48
C -2.40 -0.99 -4.04
C -2.21 -1.27 -2.70
H -2.28 -1.98 4.04
H -5.22 -0.25 -1.52
H -5.56 0.20 -3.89
H -3.76 -0.25 -5.53
H -1.60 -1.19 -4.74
H -1.28 -1.73 -2.40
O 3.68 1.11 -0.47
C 2.63 0.80 -0.87
N 1.58 0.47 -1.37
C -0.80 -4.59 -0.21
C 0.36 -4.20 0.70
Sb 1.40 -2.44 0.13
C 1.86 -2.68 -1.96
C 2.73 -3.93 -2.10
C 3.24 -2.31 1.16
C 3.14 -2.24 2.68
H -1.22 -5.55 0.12
H -0.47 -4.72 -1.24
H -1.60 -3.86 -0.19
H 1.14 -4.97 0.70
H 0.06 -4.05 1.74
H 2.35 -1.75 -2.26
H 0.92 -2.76 -2.50
H 3.67 -3.84 -1.55
H 2.98 -4.06 -3.15
H 2.22 -4.83 -1.77
H 3.79 -1.47 0.73
H 3.75 -3.22 0.84
H 2.65 -1.33 3.01
H 4.15 -2.27 3.09
H 2.59 -3.09 3.09
*
```

Results
HOMO-LUMO gap: 7.679 eV
HOMO level: -12.7 eV
lowest unoccupied orbital energy: -5.05 eV

Which value of HOMO level does entry 1 give?
-6.2 eV

The lowest lowest unoccupied orbital energy belongs to which entry?
C18H21AuClN3O5Sb